1.
ORCA calculation (the ωB97M-V functional and the def2-TZVPD basis) on a 2-piece molecular cluster, C23H24N3O6 overall at a distorted geometry.

Geometry (Å):
C1 -5.93 1.76 1.26
O1 -5.40 0.64 2.00
C2 -4.17 0.15 1.70
C3 -3.74 -0.93 2.50
C4 -2.45 -1.38 2.39
C5 -1.52 -0.75 1.53
C6 -0.11 -1.11 1.61
C7 0.97 -0.27 1.69
C8 2.29 -0.91 1.65
O2 2.47 -2.12 1.56
N1 3.41 -0.06 1.70
C9 4.72 -0.66 1.64
C10 3.33 1.34 1.74
O3 4.33 2.06 1.66
N2 2.06 1.90 1.88
C11 2.06 3.33 2.10
C12 0.86 1.17 1.98
O4 -0.18 1.74 2.31
C13 -2.02 0.20 0.61
C14 -3.32 0.67 0.69
H1 -6.94 1.87 1.63
H2 -5.34 2.67 1.45
H3 -5.94 1.54 0.18
H4 -4.44 -1.33 3.22
H5 -2.09 -2.19 3.02
H6 0.12 -2.17 1.67
H7 5.44 0.15 1.73
H8 4.84 -1.38 2.45
H9 4.85 -1.18 0.68
H10 1.03 3.67 2.16
H11 2.59 3.55 3.03
H12 2.60 3.82 1.28
H13 -1.35 0.58 -0.17
H14 -3.65 1.47 0.02
C15 4.39 1.08 -2.01
C16 3.47 -0.11 -1.95
O5 2.17 0.32 -2.41
C17 1.25 -0.70 -2.36
C18 -0.04 -0.25 -2.84
C19 -1.13 -1.11 -2.98
C20 -1.05 -2.53 -2.75
C21 -2.21 -3.30 -2.78
N3 -3.42 -2.80 -3.03
C22 -3.53 -1.49 -3.31
C23 -2.44 -0.62 -3.33
O6 1.56 -1.81 -1.92
H15 5.23 0.93 -1.33
H16 4.80 1.19 -3.02
H17 3.87 2.00 -1.73
H18 3.84 -0.94 -2.58
H19 3.38 -0.48 -0.92
H20 -0.15 0.79 -3.11
H21 -0.10 -2.99 -2.51
H22 -2.15 -4.38 -2.57
H23 -4.54 -1.12 -3.53
H24 -2.59 0.44 -3.56

Properties
gap between HOMO and LUMO: 4.70 eV
ΔE to the lowest compared entry with this formula, charge and spin: 8.60 kcal per mole
DFT total energy: -1506.6415 hartree
LUMO level: 0.0629 Eh
total charge: -1

Charges in e, computed with Mulliken, in the same order as the atoms:
1. C -0.768
2. O -0.456
3. C 0.933
4. C -0.707
5. C -0.461
6. C -0.045
7. C -0.765
8. C 0.395
9. C 0.358
10. O -0.691
11. N 0.050
12. C -1.174
13. C 0.727
14. O -0.666
15. N 0.087
16. C -1.145
17. C 0.862
18. O -0.686
19. C -0.413
20. C -0.447
21. H 0.238
22. H 0.313
23. H 0.310
24. H 0.397
25. H 0.407
26. H 0.504
27. H 0.383
28. H 0.314
29. H 0.337
30. H 0.368
31. H 0.325
32. H 0.306
33. H 0.538
34. H 0.288
35. C -1.375
36. C 0.405
37. O -0.344
38. C 0.601
39. C -1.233
40. C 1.333
41. C -0.472
42. C -0.341
43. N -0.785
44. C -0.305
45. C -0.536
46. O -0.747
47. H 0.354
48. H 0.385
49. H 0.273
50. H 0.370
51. H -0.263
52. H 0.272
53. H 0.398
54. H 0.339
55. H 0.324
56. H 0.330

***

2.
ORCA calculation (the ωB97M-V functional and the def2-TZVPD basis) on C28H78F6NNiO17S2 as an isolated structure at a distorted geometry.

Geometry (Å):
Ni1 -2.03 -2.39 3.25
C1 0.35 -3.22 -2.08
F1 1.39 -3.71 -2.79
F2 -0.50 -2.50 -2.82
F3 -0.30 -4.28 -1.58
S1 1.03 -2.11 -0.60
O1 1.20 -2.97 0.59
O2 2.26 -1.43 -1.02
N1 -0.38 -1.07 -0.12
S2 0.08 0.29 -0.80
O3 1.01 1.06 0.06
O4 0.39 0.26 -2.22
C2 -1.60 1.26 -0.70
F4 -1.41 2.53 -1.26
F5 -2.59 0.62 -1.35
F6 -1.95 1.43 0.57
C3 -7.10 8.37 -2.02
C4 -7.62 9.55 -2.94
O5 -6.73 9.72 -3.97
H1 -6.18 8.70 -1.53
H2 -7.02 7.45 -2.59
H3 -7.78 8.28 -1.18
H4 -7.69 10.45 -2.33
H5 -8.65 9.34 -3.23
H6 -7.04 10.38 -4.60
C5 -5.73 -5.33 -1.85
C6 -5.53 -4.18 -0.83
O6 -4.82 -4.58 0.31
H7 -6.08 -4.93 -2.80
H8 -6.39 -6.13 -1.52
H9 -4.79 -5.80 -2.14
H10 -6.54 -3.92 -0.50
H11 -5.13 -3.27 -1.27
H12 -5.36 -5.32 0.59
C7 0.46 1.16 8.40
C8 -0.03 1.10 7.02
O7 0.20 -0.18 6.41
H13 0.47 2.18 8.80
H14 1.45 0.71 8.46
H15 -0.26 0.53 8.91
H16 0.53 1.80 6.39
H17 -1.07 1.41 7.00
H18 1.13 -0.38 6.56
C9 -1.10 3.60 -8.02
C10 -2.34 2.68 -7.66
O8 -3.31 2.71 -8.72
H19 -0.39 3.51 -7.19
H20 -1.39 4.65 -8.03
H21 -0.63 3.37 -8.98
H22 -2.86 3.09 -6.79
H23 -2.12 1.63 -7.50
H24 -3.84 3.50 -8.58
C11 9.40 -4.91 -1.13
C12 9.04 -6.34 -1.46
O9 8.75 -7.06 -0.28
H25 10.29 -4.92 -0.50
H26 8.66 -4.31 -0.60
H27 9.62 -4.43 -2.08
H28 9.86 -6.86 -1.96
H29 8.10 -6.36 -2.02
H30 8.63 -7.98 -0.53
C13 6.88 0.32 6.53
C14 5.90 0.15 5.35
O10 5.25 -1.03 5.61
H31 7.43 1.23 6.30
H32 7.60 -0.46 6.79
H33 6.29 0.54 7.42
H34 6.38 0.16 4.37
H35 5.18 0.96 5.46
H36 5.85 -1.76 5.44
C15 -1.33 -10.76 -6.24
C16 -1.17 -11.88 -7.28
O11 0.04 -12.59 -7.09
H37 -2.31 -10.30 -6.38
H38 -0.52 -10.03 -6.37
H39 -1.35 -11.22 -5.25
H40 -1.14 -11.54 -8.31
H41 -1.99 -12.59 -7.22
H42 0.04 -13.09 -6.27
C17 -4.01 7.24 5.42
C18 -5.07 6.89 6.41
O12 -4.61 6.03 7.36
H43 -4.54 7.87 4.70
H44 -3.57 6.39 4.89
H45 -3.26 7.93 5.80
H46 -5.83 6.34 5.85
H47 -5.47 7.76 6.92
H48 -5.36 5.56 7.71
C19 2.93 -1.30 -8.72
C20 3.16 -1.62 -10.21
O13 2.68 -0.50 -10.93
H49 1.87 -1.07 -8.58
H50 3.48 -0.42 -8.40
H51 3.22 -2.11 -8.05
H52 2.63 -2.54 -10.47
H53 4.23 -1.70 -10.40
H54 1.74 -0.57 -11.10
C21 4.43 6.71 4.58
C22 3.88 6.88 5.98
O14 2.87 7.79 6.00
H55 4.87 7.60 4.15
H56 3.59 6.51 3.92
H57 5.16 5.90 4.53
H58 4.65 7.30 6.63
H59 3.63 5.96 6.50
H60 2.26 7.54 6.70
C23 7.69 3.04 -1.46
C24 8.08 3.03 -2.97
O15 9.27 2.22 -3.05
H61 8.40 3.56 -0.81
H62 7.42 2.09 -1.00
H63 6.74 3.56 -1.37
H64 8.36 3.99 -3.42
H65 7.33 2.66 -3.65
H66 9.45 2.01 -3.96
C25 0.79 -7.59 5.79
C26 -0.61 -7.49 5.23
O16 -1.10 -6.15 5.37
H67 1.53 -7.06 5.19
H68 1.05 -8.64 5.88
H69 0.90 -7.17 6.79
H70 -1.27 -8.19 5.73
H71 -0.63 -7.79 4.18
H72 -1.42 -6.15 6.27
C27 -10.17 3.34 3.05
C28 -9.11 2.81 2.08
O17 -8.93 1.41 2.26
H73 -10.25 4.42 3.00
H74 -9.85 3.15 4.07
H75 -11.11 2.81 2.90
H76 -8.14 3.29 2.23
H77 -9.33 2.92 1.02
H78 -9.73 0.97 1.94

Properties
gap between HOMO and LUMO (alpha / beta): 4.58 / 3.40 eV
2S+1: 3
DFT total energy: -5350.5362 hartree
LUMO level (alpha / beta): -0.2425 / -0.2857 Eh
total charge: +1

These are the Mulliken partial charges, in e, on atoms 1 to 99:
1. Ni 0.990
2. C 0.714
3. F -0.177
4. F -0.178
5. F -0.181
6. S 0.939
7. O -0.590
8. O -0.472
9. N -0.223
10. S 1.002
11. O -0.444
12. O -0.438
13. C 0.629
14. F -0.192
15. F -0.179
16. F -0.206
17. C -1.016
18. C -0.236
19. O -0.508
20. H 0.277
21. H 0.289
22. H 0.342
23. H 0.265
24. H 0.288
25. H 0.300
26. C -1.063
27. C -0.265
28. O -0.518
29. H 0.330
30. H 0.339
31. H 0.293
32. H 0.258
33. H 0.318
34. H 0.311
35. C -0.999
36. C -0.217
37. O -0.503
38. H 0.308
39. H 0.340
40. H 0.248
41. H 0.263
42. H 0.283
43. H 0.277
44. C -0.868
45. C -0.265
46. O -0.526
47. H 0.291
48. H 0.280
49. H 0.269
50. H 0.254
51. H 0.264
52. H 0.303
53. C -1.037
54. C -0.164
55. O -0.529
56. H 0.279
57. H 0.293
58. H 0.328
59. H 0.274
60. H 0.255
61. H 0.301
62. C -0.929
63. C -0.253
64. O -0.515
65. H 0.303
66. H 0.351
67. H 0.244
68. H 0.275
69. H 0.213
70. H 0.311
71. C -0.868
72. C -0.298
73. O -0.521
74. H 0.296
75. H 0.243
76. H 0.297
77. H 0.285
78. H 0.272
79. H 0.294
80. C -1.041
81. C -0.136
82. O -0.516
83. H 0.325
84. H 0.289
85. H 0.289
86. H 0.232
87. H 0.244
88. H 0.313
89. C -0.889
90. C -0.237
91. O -0.513
92. H 0.253
93. H 0.265
94. H 0.317
95. H 0.251
96. H 0.252
97. H 0.301
98. C -0.981
99. C -0.212

***

3.
ORCA calculation (the ωB97M-V functional and the def2-TZVPD basis) on a 2-piece molecular cluster, C23H41ClF5N3O5 overall at a distorted geometry.

Geometry (Å):
C1 6.60 -2.99 1.61
C2 7.34 -3.19 0.13
C3 8.93 -2.78 0.13
C4 9.24 -1.19 -0.06
C5 8.26 -0.41 -1.13
C6 7.28 0.58 -0.27
C7 5.67 0.26 -0.43
C8 4.77 1.28 0.54
C9 3.93 2.36 -0.41
C10 2.53 2.76 0.37
C11 1.23 1.88 -0.21
C12 -0.12 2.18 0.70
C13 -1.44 2.57 -0.24
N1 -2.35 1.37 -0.49
Cl1 -1.82 0.30 -1.78
C14 -3.50 1.10 0.26
N2 -4.37 -0.14 0.01
C15 -5.22 0.04 -1.24
C16 -6.84 -0.11 -0.96
C17 -7.46 -1.39 -1.78
C18 -8.01 -2.62 -0.85
F1 -7.73 -2.50 0.60
F2 -9.51 -2.66 -1.02
C19 -7.48 -4.12 -1.31
F3 -7.39 -4.92 -0.03
F4 -8.48 -4.83 -2.15
F5 -6.11 -4.13 -1.89
N3 -3.89 2.06 1.38
C20 -3.84 1.36 2.72
O1 -5.20 1.19 3.31
C21 -5.15 -0.10 4.07
C22 -5.75 -1.52 3.41
O2 -4.65 -0.18 5.32
H1 5.54 -3.54 1.50
H2 6.46 -1.87 1.92
H3 7.23 -3.64 2.36
H4 7.30 -4.36 -0.08
H5 6.71 -2.70 -0.74
H6 9.35 -3.09 1.20
H7 9.52 -3.46 -0.65
H8 9.31 -0.59 0.98
H9 10.34 -1.11 -0.51
H10 7.70 -1.13 -1.88
H11 8.94 0.29 -1.81
H12 7.46 1.69 -0.68
H13 7.50 0.62 0.88
H14 5.31 0.32 -1.55
H15 5.46 -0.82 -0.02
H16 4.01 0.60 1.15
H17 5.53 1.86 1.25
H18 3.72 1.83 -1.44
H19 4.64 3.31 -0.52
H20 2.63 2.55 1.52
H21 2.34 3.91 0.23
H22 1.50 0.73 -0.08
H23 1.06 2.14 -1.35
H24 -0.36 1.27 1.43
H25 0.14 3.13 1.37
H26 -1.97 3.48 0.26
H27 -0.98 2.96 -1.27
H28 -4.99 -0.33 0.83
H29 -5.01 1.14 -1.62
H30 -4.82 -0.71 -2.07
H31 -7.10 -0.06 0.18
H32 -7.34 0.87 -1.45
H33 -8.40 -0.98 -2.40
H34 -6.68 -1.73 -2.60
H35 -4.83 2.47 1.19
H36 -3.08 1.86 3.47
H37 -3.46 0.25 2.51
H38 -5.62 -2.42 4.19
H39 -5.10 -1.81 2.45
H40 -6.89 -1.38 3.12
C23 -2.53 3.63 -4.22
O3 -2.26 2.55 -4.78
O4 -2.63 3.46 -2.91
O5 -2.70 4.78 -4.67
H41 -2.44 2.51 -2.99

Properties
gap between HOMO and LUMO: 4.51 eV
DFT total energy: -2400.3483 hartree
LUMO level: -0.0865 Eh

Charges in e, computed with Mulliken, in the same order as the atoms:
1. C -0.959
2. C -0.373
3. C -0.595
4. C -0.645
5. C -0.466
6. C -0.722
7. C -0.156
8. C -0.630
9. C -0.465
10. C -0.777
11. C -0.456
12. C -0.439
13. C -0.709
14. N 0.239
15. Cl 0.058
16. C -0.274
17. N -0.024
18. C -0.377
19. C -0.455
20. C -1.005
21. C 0.747
22. F -0.233
23. F -0.304
24. C 0.566
25. F -0.253
26. F -0.221
27. F -0.215
28. N -0.069
29. C -0.441
30. O -0.327
31. C 0.564
32. C -0.559
33. O -0.517
34. H 0.254
35. H 0.195
36. H 0.366
37. H 0.317
38. H 0.232
39. H 0.235
40. H 0.296
41. H 0.316
42. H 0.286
43. H 0.311
44. H 0.339
45. H 0.232
46. H 0.345
47. H 0.310
48. H -0.072
49. H 0.255
50. H 0.255
51. H 0.303
52. H 0.267
53. H 0.341
54. H 0.351
55. H 0.177
56. H 0.336
57. H 0.241
58. H 0.315
59. H 0.372
60. H 0.417
61. H 0.050
62. H 0.206
63. H 0.318
64. H 0.405
65. H 0.360
66. H 0.344
67. H 0.441
68. H 0.318
69. H 0.317
70. H 0.334
71. H 0.336
72. H 0.212
73. H 0.223
74. C 0.632
75. O -0.760
76. O -0.442
77. O -0.742
78. H 0.345

***

The lowest DFT total energy belongs to which entry?
C28H78F6NNiO17S2